(1)
ORCA calculation (ωB97M-V/def2-TZVPD) on 4 unconnected molecules or ions with the total composition C30H65ClNO10 at a distorted geometry.

M = 635.3 g/mol
2S+1 = 2
E_tot = -66639.4688 eV
HOMO-LUMO gap (alpha / beta) = 9.63 / 8.55 eV
LUMO energy (alpha / beta) = 0.0214 / -0.0182 Ha
Charge = 0

Atoms and positions in Å:
C 5.84 -0.61 0.41
C 4.41 -1.43 0.23
C 4.12 -1.93 -1.31
Cl 3.40 -3.64 -1.26
C 3.21 -0.91 -2.21
C 1.69 -0.64 -1.64
C 1.17 0.91 -1.80
C -0.50 0.85 -1.86
C 1.50 1.85 -0.46
N 1.61 1.55 -3.10
O 1.09 0.77 -4.10
C 3.12 1.66 -3.23
C 3.55 3.22 -2.81
C 3.61 1.50 -4.82
C 3.97 0.53 -2.39
H 5.72 0.55 0.24
H 6.18 -0.74 1.55
H 6.71 -1.05 -0.25
H 3.57 -0.75 0.70
H 4.50 -2.40 0.89
H 5.18 -2.02 -1.84
H 3.12 -1.40 -3.29
H 1.53 -0.98 -0.51
H 0.97 -1.35 -2.28
H -0.95 1.22 -0.82
H -0.94 1.60 -2.67
H -0.91 -0.23 -2.08
H 2.61 1.63 -0.13
H 1.29 3.00 -0.65
H 0.82 1.47 0.44
H 2.67 3.70 -2.21
H 3.67 3.82 -3.82
H 4.58 3.21 -2.24
H 3.20 2.37 -5.50
H 3.41 0.42 -5.24
H 4.80 1.61 -4.78
H 4.30 1.04 -1.36
H 4.98 0.32 -2.97
C -2.54 -0.04 5.39
O -2.74 -1.11 4.48
C -4.00 -1.76 4.67
C -4.47 -2.41 3.37
O -5.05 -1.47 2.45
C -4.12 -0.59 1.79
C -3.27 -1.30 0.73
O -2.20 -2.02 1.35
C -1.70 -3.05 0.52
H -2.53 -0.41 6.42
H -1.58 0.43 5.17
H -3.33 0.72 5.27
H -4.76 -1.05 5.02
H -3.85 -2.53 5.43
H -5.28 -3.11 3.61
H -3.68 -3.00 2.89
H -3.51 -0.05 2.51
H -4.74 0.15 1.28
H -2.83 -0.56 0.06
H -3.91 -1.98 0.15
H -2.49 -3.77 0.29
H -0.91 -3.57 1.07
H -1.28 -2.64 -0.40
C 1.70 7.39 5.63
O 1.75 5.98 5.68
C 0.89 5.44 6.69
C 0.46 4.02 6.33
O -0.58 3.98 5.35
C -0.20 4.30 4.01
C 0.63 3.21 3.34
O 1.99 3.29 3.78
C 2.68 2.06 3.60
H 2.04 7.83 6.57
H 2.36 7.73 4.82
H 0.68 7.73 5.40
H 0.00 6.07 6.82
H 1.46 5.43 7.63
H 0.04 3.56 7.23
H 1.31 3.40 6.03
H 0.29 5.28 3.97
H -1.14 4.40 3.46
H 0.63 3.36 2.26
H 0.21 2.23 3.58
H 2.20 1.26 4.17
H 3.70 2.18 3.99
H 2.73 1.80 2.54
C -1.93 -6.70 -4.79
O -2.76 -5.55 -4.81
C -3.42 -5.34 -3.56
C -3.75 -3.86 -3.37
O -2.62 -3.07 -2.96
C -1.64 -2.82 -3.97
C -2.10 -1.82 -5.04
O -2.96 -2.47 -5.98
C -3.79 -1.55 -6.67
H -2.52 -7.60 -4.60
H -1.44 -6.79 -5.76
H -1.15 -6.60 -4.02
H -2.79 -5.68 -2.72
H -4.34 -5.93 -3.57
H -4.47 -3.77 -2.55
H -4.23 -3.43 -4.25
H -1.28 -3.76 -4.42
H -0.78 -2.38 -3.44
H -1.24 -1.44 -5.58
H -2.63 -0.99 -4.55
H -4.43 -1.01 -5.96
H -4.43 -2.11 -7.35
H -3.18 -0.85 -7.25

Löwdin population analysis, charges in e, atoms 1 to 6:
1 C -0.14
2 C -0.26
3 C -0.62
4 Cl 0.51
5 C -0.28
6 C -0.09

(2)
ORCA calculation (ωB97M-V/def2-TZVPD) on 2 unconnected molecules or ions with the total composition CH3BCl2O2 at a distorted geometry.

M = 128.8 g/mol
E_tot = -30899.3939 eV
HOMO-LUMO gap = 8.44 eV
LUMO energy = -0.0202 Ha
Relative energy (zero: lowest compared OMol25 entry of this formula, charge and spin) = 122.7 kcal/mol
Charge = 0

Atoms and positions in Å:
B -0.61 0.22 -0.88
C -1.63 -0.08 0.21
O -0.49 0.53 -2.12
O 1.43 -0.30 0.54
Cl -2.99 1.11 0.41
Cl -2.54 -1.60 -0.25
H -1.06 -0.44 1.09
H 0.09 1.03 -2.74
H 2.11 -0.31 -0.10

natural (NBO) population analysis, charges in e, atoms 1 to 6:
1 B 1.31
2 C -0.65
3 O -0.92
4 O -1.07
5 Cl 0.01
6 Cl -0.01

- What is the formula in the first record?
  C30H65ClNO10